No. 1
Computed, not measured: a molecular structure, C33H34BBr4N6O2Si2Tc, with ωB97M-V with the def2-TZVPD basis set.

Results
relative energy (zero: lowest compared OMol25 entry of this formula, charge and spin): 31.4 kcal/mol
gap between HOMO and LUMO (spin up / spin down): 7.1 / 7.3 eV
highest occupied orbital energy (spin up / spin down): -0.175 / -0.185 Ha
⟨S²⟩: 0.7590
energy: -12737.91550 a.u.

```
! RIJCOSX wB97M-V def2-TZVPD def2/J DEFGRID3
* xyz -1 2
Tc 0.56237 0.27526 0.70166
B -0.60693 1.44082 4.01662
N -0.77573 -0.03943 3.55173
C -1.23064 -0.97312 4.39957
C -1.04831 -2.22197 3.84022
C -0.46340 -1.95766 2.60396
N -0.31870 -0.64254 2.43511
N 0.28596 2.30431 3.06439
C 0.79064 3.47244 3.47726
C 1.44261 4.08638 2.42084
C 1.28910 3.19122 1.36745
N 0.58465 2.12586 1.76451
H -0.03448 1.43893 5.08234
H -1.70189 1.94884 4.11811
H -1.61871 -0.67512 5.36088
H -1.29899 -3.18236 4.25748
H -0.15533 -2.63631 1.82540
H 0.64460 3.78414 4.49919
H 1.96487 5.02765 2.42101
H 1.66100 3.24481 0.35742
Br 6.09691 -3.42321 2.93335
C 4.60850 -2.83509 1.92579
C 4.16522 -3.55949 0.82799
Br 5.06133 -5.13637 0.29299
C 3.04552 -3.11895 0.10545
Br 2.49652 -3.96255 -1.49295
C 2.34811 -1.98344 0.50241
O 1.29472 -1.48883 -0.11007
C 2.84519 -1.21425 1.57735
O 2.22357 -0.08175 1.78940
C 3.95709 -1.65003 2.28723
Br 4.53242 -0.55073 3.70677
C 3.74103 0.56344 -1.10765
C 2.57230 1.29745 -1.68425
C 2.63854 2.04985 -2.84437
C 1.48597 2.67712 -3.31126
C 0.29408 2.56645 -2.62986
C 0.28790 1.79539 -1.46220
N 1.41003 1.19163 -1.02997
N -0.73718 1.50223 -0.61562
Si -2.08510 2.61716 -0.37195
C -1.50131 4.40108 -0.50050
C -3.39667 2.41518 -1.70329
C -2.81641 2.36788 1.32374
H 4.67104 0.88086 -1.57698
H 3.61946 -0.51178 -1.25693
H 3.79675 0.73440 -0.03126
H 3.57428 2.13502 -3.38000
H 1.52576 3.25397 -4.22800
H -0.61445 3.02603 -2.99449
H -1.40989 4.75129 -1.53138
H -0.54744 4.56365 0.00882
H -2.24990 5.03057 -0.00556
H -2.96323 2.40419 -2.70806
H -4.08511 3.26600 -1.64165
H -3.97411 1.49669 -1.57827
H -2.34904 3.03666 2.04971
H -2.69000 1.35060 1.69545
H -3.88972 2.58519 1.29965
C -2.48325 -5.15822 0.42567
C -1.37756 -4.90881 -0.38003
C -1.02966 -3.60365 -0.69752
C -1.75704 -2.51633 -0.20780
C -2.87141 -2.79067 0.58565
C -3.23701 -4.09423 0.90165
Si -1.30756 -0.70148 -0.59781
C -1.02010 -0.74487 -2.46104
C -2.09208 -0.54133 -3.33336
C -1.92256 -0.59292 -4.71107
C -0.66786 -0.85508 -5.24709
C 0.40835 -1.06949 -4.39609
C 0.23261 -1.01447 -3.01879
H -2.75733 -6.17669 0.67684
H -0.78130 -5.73188 -0.75893
H -0.16632 -3.42300 -1.32548
H -3.45679 -1.96603 0.98589
H -4.10288 -4.27803 1.52773
H -2.64846 -0.13725 -0.27668
H -3.08102 -0.33243 -2.93168
H -2.77049 -0.42830 -5.36630
H -0.53215 -0.89540 -6.32145
H 1.38999 -1.28712 -4.80199
H 1.07649 -1.20792 -2.36501
*
```

***

No. 2
Computed, not measured: a single C6H16N2 molecule at a distorted geometry, with ωB97M-V with the def2-TZVPD basis set.

Results
relative energy (zero: lowest compared OMol25 entry of this formula, charge and spin): 33.0 kcal/mol
gap between HOMO and LUMO: 9.2 eV
highest occupied orbital energy: -0.300 Ha
energy: -347.67226 a.u.
SMILES: CCN(C)[C@@H](C)CN

```
! RIJCOSX wB97M-V def2-TZVPD def2/J DEFGRID3
* xyz 0 1
C -0.28194 2.76983 0.66888
C -0.53819 1.44278 -0.05858
N 0.53880 0.52263 0.32703
C 1.79421 0.78594 -0.37845
C 0.17925 -0.93340 0.29740
C -0.78085 -1.16411 1.45244
C -0.47607 -1.30487 -1.04144
N -0.54191 -2.80341 -1.08654
H 0.28816 2.56675 1.57251
H -1.16257 3.33384 0.90101
H 0.45136 3.36084 0.09063
H -1.51584 1.05368 0.21308
H -0.61788 1.46113 -1.18239
H 1.99140 0.20438 -1.30932
H 1.88435 1.84561 -0.63930
H 2.59262 0.47521 0.23866
H 1.10376 -1.47627 0.37362
H -0.50555 -0.56799 2.31261
H -0.68612 -2.22344 1.82903
H -1.82719 -1.12494 1.18123
H 0.17400 -1.05747 -1.87423
H -1.44316 -0.83984 -1.13684
H -0.97836 -3.15738 -1.91710
H 0.35770 -3.16950 -0.83392
*
```

***

No. 3
Computed, not measured: 7 unconnected molecules or ions with the total composition C7H28N8O7 at a distorted geometry, with ωB97M-V with the def2-TZVPD basis set.

Results
relative energy (zero: lowest compared OMol25 entry of this formula, charge and spin): 69.6 kcal/mol
gap between HOMO and LUMO: 10.0 eV
highest occupied orbital energy: -0.352 Ha
energy: -1248.26587 a.u.
SMILES: NC(N)=O.NC(N)=O.NC(N)=O.NC(N)=O.CC(C)O.O.O

```
! RIJCOSX wB97M-V def2-TZVPD def2/J DEFGRID3
* xyz 0 1
N 19.91996 19.04967 20.77058
C 20.94999 19.87442 20.52687
N 21.62088 20.12658 21.55211
O 21.29034 20.23286 19.45386
H 19.45405 18.68348 19.95270
H 19.90314 18.62557 21.68708
H 22.49848 20.48377 21.20235
H 21.37555 19.88902 22.50262
N 19.61904 15.76439 27.74654
C 19.92029 15.54372 26.51817
N 20.25938 14.33050 26.24485
O 20.05517 16.53913 25.82865
H 19.32038 16.67383 28.06877
H 19.42997 14.96384 28.33260
H 20.35267 13.66668 27.00031
H 20.29785 14.10053 25.26213
N 14.33687 20.44163 29.90991
C 15.40319 19.94527 29.35454
N 15.03114 19.30158 28.26321
O 16.51569 19.99412 29.88175
H 14.47617 20.98856 30.74750
H 13.39408 20.08791 29.83162
H 15.60509 18.52250 27.97387
H 14.06243 19.36412 27.98431
N 23.11979 22.00833 27.75061
C 24.22744 21.98704 28.43298
N 24.42110 23.06776 29.12790
O 24.93943 21.02751 28.47150
H 22.61640 22.80606 28.11164
H 22.64893 21.15889 27.47340
H 23.77821 23.83727 29.00687
H 25.10460 23.00690 29.86900
C 22.22489 5.25694 20.64147
C 22.64972 6.03367 21.92622
C 22.09220 7.42162 22.05225
O 22.00203 5.31764 23.05361
H 22.71003 5.73547 19.79074
H 21.15164 5.28541 20.45320
H 22.55214 4.22122 20.73255
H 23.71935 6.03064 22.13590
H 21.00628 7.50917 22.08707
H 22.49109 8.05566 21.26042
H 22.46214 7.92195 22.94719
H 21.09670 5.38590 22.74171
O 20.47590 12.95590 20.66712
H 20.68490 13.48621 19.89815
H 21.30537 12.54222 20.90601
O 21.26908 13.52678 31.15138
H 21.82853 14.22261 31.49645
H 21.84905 12.76937 31.07271
*
```

***

No. 4
Computed, not measured: a molecular structure, C2H8N2 at a distorted geometry, with ωB97M-V with the def2-TZVPD basis set.

Results
relative energy (zero: lowest compared OMol25 entry of this formula, charge and spin): 55.4 kcal/mol
gap between HOMO and LUMO: 10.6 eV
highest occupied orbital energy: -0.347 Ha
energy: -190.41062 a.u.

```
! RIJCOSX wB97M-V def2-TZVPD def2/J DEFGRID3
* xyz 0 1
C -2.01228 0.56097 0.01226
C 2.34470 -0.04510 0.28446
N -1.21418 1.51569 0.11964
N 2.10220 0.97554 -0.38987
H -3.04182 0.52873 0.38620
H -0.82468 -3.14495 -0.87348
H -1.66573 -0.32968 -0.49817
H 1.65502 -0.55644 0.97099
H -0.26659 -2.72088 -0.52938
H 3.33635 -0.47843 0.20749
H -1.56890 2.34005 0.60376
H 1.15590 1.35450 -0.29391
*
```